{"formula": "C77H168F12N10O12PS6", "method": "ωB97M-V/def2-TZVPD", "total_charge": 3, "largest_force_ev_per_a": 5.74, "gap_ev": 9.227, "species": ["C", "C", "C", "C", "N", "C", "C", "C", "C", "C", "C", "C", "H", "H", "H", "H", "H", "H", "H", "H", "H", "H", "H", "H", "H", "H", "H", "H", "H", "H", "H", "H", "H", "H", "H", "H", "C", "C", "C", "C", "N", "C", "C", "C", "C", "C", "C", "C", "H", "H", "H", "H", "H", "H", "H", "H", "H", "H", "H", "H", "H", "H", "H", "H", "H", "H", "H", "H", "H", "H", "H", "H", "C", "C", "C", "C", "N", "C", "C", "C", "C", "C", "C", "C", "H", "H", "H", "H", "H", "H", "H", "H", "H", "H", "H", "H", "H", "H", "H", "H", "H", "H", "H", "H", "H", "H", "H", "H", "C", "C", "C", "C", "N", "C", "C", "C", "C", "C", "C", "C", "H", "H", "H", "H", "H", "H", "H", "H", "H", "H", "H", "H", "H", "H", "H", "H", "H", "H", "H", "H", "H", "H", "H", "H", "C", "C", "C", "C", "N", "C", "C", "C", "C", "C", "C", "C", "H", "H", "H", "H", "H", "H", "H", "H", "H", "H", "H", "H", "H", "H", "H", "H", "H", "H", "H", "H", "H", "H", "H", "H", "C", "C", "C", "C", "N", "C", "C", "C", "C", "C", "C", "C", "H", "H", "H", "H", "H", "H", "H", "H", "H", "H", "H", "H", "H", "H", "H", "H", "H", "H", "H", "H", "H", "H", "H", "H", "C", "C", "C", "C", "N", "C", "C", "C", "C", "C", "C", "C", "H", "H", "H", "H", "H", "H", "H", "H", "H", "H", "H", "H", "H", "H", "H", "H", "H", "H", "H", "H", "H", "H", "H", "H", "P", "F", "F", "F", "F", "F", "F", "N", "S", "O", "O", "F", "S", "O", "O", "F", "N", "S", "O", "O", "F", "S", "O", "O", "F", "N", "S", "O", "O", "F", "S", "O", "O", "F"], "xyz": [[1.18, -4.28, 3.04], [1.11, -2.83, 3.40], [1.03, -1.83, 2.23], [-0.35, -1.83, 1.56], [-0.50, -0.89, 0.37], [0.16, -1.49, -0.87], [0.85, -0.35, -1.55], [1.39, 0.48, -0.40], [0.23, 0.47, 0.54], [-1.99, -0.70, -0.02], [-2.83, 0.00, 0.98], [-4.17, 0.37, 0.32], [1.84, -4.52, 2.13], [0.21, -4.73, 2.79], [1.56, -4.92, 3.84], [2.05, -2.57, 3.90], [0.18, -2.76, 4.00], [1.88, -2.00, 1.54], [1.15, -0.85, 2.69], [-1.00, -1.57, 2.43], [-0.60, -2.83, 1.27], [-0.60, -2.03, -1.47], [0.90, -2.19, -0.47], [0.09, 0.13, -2.21], [1.62, -0.77, -2.21], [1.55, 1.53, -0.56], [2.34, 0.01, -0.06], [-0.51, 1.19, 0.14], [0.42, 0.63, 1.61], [-2.36, -1.76, -0.11], [-1.89, -0.24, -1.00], [-2.34, 0.90, 1.35], [-2.97, -0.72, 1.79], [-4.98, 0.54, 1.00], [-4.59, -0.49, -0.22], [-4.12, 1.21, -0.38], [-1.43, 0.86, -6.01], [-2.68, 0.36, -5.38], [-3.86, 1.42, -5.36], [-4.99, 0.84, -4.58], [-6.17, 1.72, -4.13], [-6.95, 2.30, -5.36], [-7.31, 3.71, -5.00], [-6.07, 4.23, -4.27], [-5.77, 3.00, -3.33], [-7.08, 0.88, -3.29], [-6.41, 0.38, -2.02], [-7.51, -0.03, -1.00], [-0.58, 0.12, -6.04], [-1.01, 1.71, -5.44], [-1.53, 1.26, -7.02], [-2.34, 0.06, -4.36], [-3.00, -0.53, -5.89], [-4.20, 1.70, -6.33], [-3.40, 2.32, -4.98], [-4.56, 0.43, -3.67], [-5.52, 0.00, -5.04], [-7.77, 1.61, -5.62], [-6.28, 2.18, -6.21], [-8.19, 3.70, -4.37], [-7.40, 4.29, -5.95], [-6.24, 5.19, -3.78], [-5.28, 4.47, -5.06], [-6.46, 3.09, -2.49], [-4.76, 2.94, -3.00], [-7.41, 0.02, -3.92], [-7.94, 1.47, -3.08], [-5.82, 1.21, -1.46], [-5.76, -0.48, -2.28], [-8.23, -0.77, -1.39], [-8.03, 0.88, -0.66], [-7.05, -0.48, -0.11], [10.49, -2.29, 3.35], [9.30, -3.03, 2.73], [8.41, -3.78, 3.79], [7.03, -4.05, 3.18], [6.00, -4.67, 4.00], [6.30, -6.12, 4.42], [5.98, -6.98, 3.23], [4.72, -6.38, 2.67], [4.67, -4.85, 3.21], [5.82, -3.83, 5.26], [5.32, -2.43, 5.05], [4.73, -2.04, 6.40], [10.53, -1.34, 2.77], [11.46, -2.77, 3.32], [10.28, -2.09, 4.39], [9.66, -3.70, 1.96], [8.70, -2.29, 2.25], [8.43, -3.12, 4.65], [8.85, -4.74, 4.02], [7.20, -4.68, 2.28], [6.59, -3.08, 2.88], [5.68, -6.47, 5.28], [7.39, -6.19, 4.76], [5.94, -8.00, 3.58], [6.79, -6.94, 2.48], [3.80, -6.86, 2.98], [4.72, -6.46, 1.58], [3.95, -4.81, 3.98], [4.64, -4.05, 2.48], [6.80, -3.80, 5.73], [5.18, -4.36, 5.97], [4.52, -2.47, 4.32], [6.08, -1.75, 4.64], [3.87, -2.67, 6.72], [4.49, -1.01, 6.50], [5.51, -2.17, 7.14], [-3.04, -3.60, 9.88], [-4.06, -2.60, 9.29], [-3.77, -2.15, 7.83], [-4.50, -0.82, 7.55], [-4.41, -0.51, 6.07], [-5.03, 0.85, 5.76], [-5.32, 0.96, 4.31], [-5.72, -0.56, 4.03], [-5.30, -1.37, 5.26], [-2.97, -0.62, 5.55], [-1.88, 0.28, 6.26], [-0.49, 0.11, 5.57], [-1.97, -3.32, 9.73], [-3.13, -4.58, 9.37], [-3.27, -3.76, 10.90], [-4.04, -1.70, 9.99], [-5.09, -2.94, 9.37], [-4.09, -2.95, 7.14], [-2.72, -2.00, 7.71], [-4.02, -0.03, 8.09], [-5.57, -0.79, 7.81], [-4.39, 1.66, 6.18], [-5.95, 0.84, 6.34], [-4.35, 1.25, 3.88], [-6.06, 1.75, 4.10], [-5.23, -0.95, 3.07], [-6.79, -0.73, 3.93], [-4.84, -2.30, 5.01], [-6.23, -1.56, 5.82], [-3.06, -0.43, 4.50], [-2.62, -1.65, 5.69], [-1.87, 0.06, 7.35], [-2.14, 1.32, 6.15], [-0.50, 0.27, 4.53], [-0.05, -0.87, 5.72], [0.20, 0.79, 6.07], [3.32, 11.26, 1.49], [3.43, 9.83, 0.88], [2.57, 8.85, 1.72], [2.74, 7.49, 1.01], [1.81, 6.35, 1.38], [2.23, 5.80, 2.73], [3.43, 4.96, 2.52], [3.52, 4.67, 1.07], [2.17, 5.19, 0.49], [0.35, 6.65, 1.33], [-0.07, 7.18, 0.00], [-1.60, 7.53, 0.10], [3.90, 11.99, 0.94], [3.63, 11.25, 2.52], [2.24, 11.47, 1.56], [4.47, 9.49, 0.79], [3.08, 9.82, -0.15], [1.50, 9.17, 1.56], [2.82, 8.78, 2.76], [3.72, 7.16, 1.27], [2.76, 7.59, -0.06], [1.36, 5.14, 3.06], [2.26, 6.67, 3.42], [3.39, 4.05, 3.11], [4.30, 5.56, 2.79], [3.72, 3.61, 0.88], [4.41, 5.12, 0.65], [1.42, 4.44, 0.60], [2.13, 5.50, -0.53], [0.10, 7.34, 2.14], [-0.18, 5.69, 1.50], [0.08, 6.54, -0.87], [0.48, 8.05, -0.24], [-2.21, 6.68, 0.36], [-2.09, 8.01, -0.80], [-1.72, 8.29, 0.88], [4.19, 1.62, -2.41], [3.24, 1.72, -3.51], [3.14, 3.15, -4.08], [2.30, 3.13, -5.34], [1.69, 4.47, -5.88], [0.69, 4.98, -4.84], [-0.10, 6.00, -5.62], [-0.01, 5.57, -7.10], [0.84, 4.35, -7.14], [2.76, 5.58, -5.96], [3.89, 5.34, -7.02], [4.77, 6.56, -7.07], [3.93, 2.34, -1.62], [5.27, 1.84, -2.59], [4.03, 0.75, -1.81], [2.24, 1.45, -3.20], [3.50, 1.07, -4.31], [4.16, 3.57, -4.26], [2.59, 3.77, -3.40], [1.47, 2.49, -5.14], [2.79, 2.68, -6.20], [1.19, 5.28, -3.88], [0.12, 4.10, -4.49], [0.21, 7.04, -5.49], [-1.13, 5.98, -5.27], [0.39, 6.40, -7.71], [-0.99, 5.43, -7.53], [1.45, 4.18, -8.00], [0.28, 3.41, -7.06], [3.18, 5.72, -4.96], [2.20, 6.49, -6.22], [3.50, 5.08, -8.03], [4.49, 4.44, -6.77], [5.44, 6.71, -6.23], [4.21, 7.50, -7.23], [5.37, 6.43, -7.98], [-5.01, -5.80, -1.01], [-3.95, -4.77, -1.22], [-3.38, -4.86, -2.67], [-2.49, -6.09, -2.92], [-1.99, -6.24, -4.32], [-3.04, -6.60, -5.32], [-2.27, -7.32, -6.50], [-0.91, -7.73, -5.88], [-1.00, -7.36, -4.40], [-1.35, -4.90, -4.87], [-0.30, -4.26, -3.99], [0.18, -2.94, -4.59], [-5.93, -5.72, -1.61], [-5.29, -5.80, 0.04], [-4.71, -6.86, -1.18], [-3.09, -4.90, -0.52], [-4.46, -3.85, -1.03], [-2.85, -3.88, -2.81], [-4.27, -4.88, -3.34], [-3.13, -6.90, -2.76], [-1.61, -6.06, -2.29], [-3.58, -5.69, -5.54], [-3.69, -7.38, -4.83], [-2.20, -6.87, -7.53], [-2.85, -8.21, -6.47], [-0.06, -7.26, -6.33], [-0.66, -8.80, -5.92], [-0.09, -7.09, -3.88], [-1.45, -8.19, -3.83], [-2.22, -4.26, -4.92], [-0.95, -5.10, -5.86], [0.49, -4.99, -4.00], [-0.66, -4.09, -2.96], [-0.58, -2.20, -4.76], [0.51, -3.12, -5.61], [0.95, -2.44, -3.97], [-1.67, 3.54, -2.20], [-2.06, 3.69, -3.73], [-2.58, 4.82, -1.81], [-2.85, 2.52, -1.94], [-1.20, 3.36, -0.63], [-0.67, 2.31, -2.54], [-0.39, 4.59, -2.33], [4.87, 0.83, 2.52], [4.88, -0.51, 1.64], [4.91, -0.28, 0.19], [4.28, -1.74, 2.11], [6.47, -0.77, 1.95], [3.68, 1.12, 3.46], [3.64, 0.46, 4.72], [2.54, 1.63, 2.77], [4.36, 2.49, 4.05], [-3.26, -4.18, 4.34], [-3.31, -4.06, 2.79], [-2.14, -4.37, 2.04], [-3.82, -2.70, 2.47], [-4.46, -4.94, 2.37], [-2.05, -4.55, 5.23], [-1.25, -3.38, 5.55], [-1.16, -5.64, 4.87], [-2.91, -5.02, 6.59], [2.20, -4.11, -1.28], [1.73, -5.54, -0.97], [2.42, -6.24, 0.14], [1.28, -6.30, -2.14], [0.38, -4.97, -0.17], [2.95, -3.57, -2.60], [2.73, -2.14, -2.78], [2.62, -4.46, -3.65], [4.47, -3.76, -2.18]]}